DFT (ωB97M-V/def2-TZVPD) results for C7H10 in the gas phase at a distorted geometry.

Atoms and positions in Å:
C  2.452  0.293  1.555
C  1.614  0.494  0.548
C  0.912  -0.641  -0.040
C  -0.440  -0.635  -0.311
C  -1.116  -1.491  -1.359
C  -1.493  0.351  0.120
C  -1.471  1.663  -0.016
H  2.961  -0.428  2.022
H  2.844  1.232  2.045
H  1.404  1.460  0.165
H  1.343  -1.504  -0.688
H  -1.986  -1.030  -1.809
H  -0.222  -1.628  -2.106
H  -1.327  -2.412  -0.733
H  -2.451  -0.053  0.537
H  -0.698  2.247  -0.464
H  -2.325  2.083  0.534

Properties
SMILES string   C=C/C=C(/C)C=C
LUMO level   0.96 eV
E_tot   -7417.3874 eV
HOMO-LUMO gap   9.5 eV
Relative energy (zero: lowest compared OMol25 entry of this formula, charge and spin)   351.9 kJ/mol
Molar mass   94.16 g mol⁻¹
Charge   0
HOMO level   -8.5729 eV

---

DFT (ωB97M-V/def2-TZVPD) results for C3H5NO4 in the gas phase at a distorted geometry.

Atoms and positions in Å:
N  -0.070  -0.593  -1.259
C  -0.115  0.382  -0.258
C  1.201  0.782  0.401
O  1.406  1.701  1.181
O  2.075  -0.176  0.064
C  -0.960  0.203  0.918
O  -1.490  1.116  1.517
O  -1.217  -1.194  1.388
H  0.110  -0.002  -2.279
H  -1.098  -0.939  -1.442
H  -0.601  1.391  -0.582
H  1.587  -0.831  -0.517
H  -0.827  -1.841  0.868

Properties
SMILES string   NC(C(=O)O)C(=O)O
LUMO level   -0.15 eV
E_tot   -12870.8900 eV
HOMO-LUMO gap   10.5 eV
Relative energy (zero: lowest compared OMol25 entry of this formula, charge and spin)   191.5 kJ/mol
Molar mass   119.08 g mol⁻¹
Charge   0
HOMO level   -10.6254 eV